[1]
A single C18H39NO3 molecule, computed with the ωB97M-V functional and the def2-TZVPD basis.

HOMO level	-9.4	eV
SMILES	CCCCCCCCCCCCCC[C@@H](O)[C@@H](O)[C@@H](N)CO
HOMO-LUMO gap	0.3759	Eh
energy relative to the best compared isomer or geometry (same formula, charge and spin)	7.8	kJ/mol
lowest unoccupied orbital energy	0.82	eV

```
61
Properties=species:S:1:pos:R:3:mulliken_charge:R:1
C -8.51 -3.04 -0.28 -1.28
C -7.62 -1.87 -0.69 -0.32
C -6.79 -1.35 0.48 -0.75
C -5.90 -0.17 0.08 -0.45
C -5.06 0.33 1.25 -0.73
C -4.28 1.61 0.93 -1.08
C -3.26 1.49 -0.20 -0.42
C -2.13 0.52 0.11 -0.35
C -1.12 0.39 -1.03 -0.92
C -0.37 1.67 -1.39 -0.90
C 0.42 2.31 -0.24 -0.86
C 1.47 1.40 0.40 -0.54
C 2.56 0.96 -0.57 -0.46
C 3.67 0.19 0.14 -1.03
C 4.80 -0.17 -0.83 -0.13
O 5.39 0.97 -1.40 -0.68
C 5.87 -1.09 -0.18 -0.38
O 6.35 -2.03 -1.12 -0.68
C 7.06 -0.30 0.41 0.21
N 6.56 0.80 1.23 -0.59
C 8.00 -1.24 1.18 -0.78
O 8.69 -2.14 0.35 -0.56
H -9.19 -2.74 0.51 0.32
H -7.90 -3.86 0.09 0.32
H -9.09 -3.39 -1.12 0.38
H -8.25 -1.06 -1.07 0.32
H -6.96 -2.18 -1.49 0.32
H -7.46 -1.04 1.29 0.34
H -6.16 -2.16 0.86 0.34
H -6.53 0.64 -0.29 0.27
H -5.25 -0.48 -0.74 0.27
H -5.72 0.54 2.09 0.45
H -4.37 -0.45 1.56 0.27
H -5.00 2.40 0.67 0.39
H -3.76 1.93 1.84 0.36
H -3.76 1.18 -1.12 0.25
H -2.84 2.49 -0.38 0.37
H -2.54 -0.47 0.30 0.31
H -1.62 0.84 1.02 0.23
H -0.40 -0.39 -0.77 0.36
H -1.65 0.04 -1.93 0.46
H 0.32 1.44 -2.21 0.41
H -1.08 2.41 -1.77 0.45
H -0.28 2.63 0.53 0.36
H 0.92 3.20 -0.63 0.44
H 0.99 0.52 0.83 0.22
H 1.93 1.95 1.22 0.44
H 2.13 0.32 -1.35 0.20
H 2.99 1.84 -1.06 0.33
H 4.08 0.81 0.94 0.31
H 3.27 -0.72 0.58 0.41
H 4.37 -0.73 -1.67 0.64
H 5.69 1.52 -0.67 0.45
H 5.40 -1.69 0.61 0.43
H 6.63 -1.55 -1.91 0.38
H 7.62 0.14 -0.42 0.31
H 6.12 0.43 2.07 0.23
H 7.34 1.38 1.54 0.28
H 7.42 -1.78 1.95 0.32
H 8.77 -0.65 1.69 0.34
H 8.03 -2.56 -0.22 0.41
```

---

[2]
A gas-phase ion, CH3N5O (charge +2) at a distorted geometry, computed with the ωB97M-V functional and the def2-TZVPD basis.

charge	+2
HOMO level	-21.5	eV
SMILES	N#[N+]NC(=[NH2+])N=O
HOMO-LUMO gap	0.3076	Eh
energy relative to the best compared isomer or geometry (same formula, charge and spin)	131.3	kJ/mol
lowest unoccupied orbital energy	-13.16	eV

```
10
Properties=species:S:1:pos:R:3:mulliken_charge:R:1
N 2.27 -0.73 0.02 0.07
N 1.41 -1.44 0.01 0.38
N 0.06 -1.25 0.01 0.13
C -0.30 0.07 0.01 0.58
N -1.43 0.66 -0.02 -0.12
N 1.02 0.93 -0.08 0.29
O 1.07 2.07 0.01 -0.10
H -0.46 -2.03 0.12 0.20
H -2.27 0.09 -0.06 0.30
H -1.38 1.63 -0.03 0.27
```

---

[3]
A gas-phase ion, C12H15N2S (charge +1) at a distorted geometry, computed with the ωB97M-V functional and the def2-TZVPD basis.

charge	+1
HOMO level (spin up / spin down)	-11.6 / -11.4	eV
HOMO-LUMO gap (spin up / spin down)	0.2746 / 0.2473	Eh
energy relative to the best compared isomer or geometry (same formula, charge and spin)	248.5	kJ/mol
lowest unoccupied orbital energy (spin up / spin down)	-4.08 / -4.72	eV

```
30
Properties=species:S:1:pos:R:3:mulliken_charge:R:1
C 2.77 -1.82 0.22 -0.88
C 2.86 -0.54 -0.27 -0.55
C 1.56 -2.18 0.77 -0.46
C 0.55 -0.03 0.26 0.35
C 1.77 0.36 -0.26 0.12
C 0.40 -1.34 0.74 0.67
C -0.53 2.10 -0.31 -0.87
C -0.69 0.82 0.08 0.27
C 1.86 1.70 -0.96 -0.90
C 0.90 2.62 -0.32 -1.06
C -2.16 -1.06 -0.56 -0.33
C -2.77 0.21 1.36 -0.74
N -0.78 -1.70 1.29 -0.51
N -2.06 0.23 0.08 0.19
S -1.30 -1.02 -2.07 -0.13
H 3.64 -2.44 0.16 0.45
H 3.78 -0.11 -0.69 0.41
H 1.41 -3.24 0.99 0.27
H -1.18 2.86 -0.63 0.48
H 2.80 2.02 -0.87 0.63
H 1.53 1.48 -2.08 0.21
H 1.06 3.52 -0.82 0.51
H 1.26 2.81 0.66 0.36
H -3.01 -1.54 -0.38 0.57
H -3.02 1.19 1.72 0.31
H -3.67 -0.40 1.27 0.33
H -2.07 -0.31 2.07 0.40
H -0.85 -2.74 1.40 0.21
H -2.45 0.89 -0.54 0.47
H -1.63 -2.35 -2.29 0.23
```

---

[4]
2 unconnected molecules or ions with the total composition C9H17N2O3 at a distorted geometry, computed with the ωB97M-V functional and the def2-TZVPD basis.

charge	+1
HOMO level	-13.1	eV
HOMO-LUMO gap	0.3923	Eh
energy relative to the best compared isomer or geometry (same formula, charge and spin)	718.0	kJ/mol
lowest unoccupied orbital energy	-2.46	eV

```
31
Properties=species:S:1:pos:R:3:mulliken_charge:R:1
C -2.67 2.26 0.31 -0.56
C -2.50 1.54 -0.97 -0.21
C 4.55 1.58 0.25 -1.24
C 3.31 -1.07 -0.20 -1.22
C -3.66 -2.50 -0.42 -0.66
C -3.11 0.17 -1.06 -0.76
C 3.15 1.55 -0.28 -0.43
C 2.51 0.14 -0.18 0.82
C -1.73 0.20 0.90 -0.56
N -1.48 1.45 0.26 0.79
N -2.54 -0.45 0.16 0.45
O -0.33 2.08 0.33 -0.56
O -3.11 -1.64 0.57 -0.27
O 1.24 0.04 0.00 -0.63
H -2.46 3.36 0.31 0.29
H -3.45 1.94 1.08 0.24
H -2.14 2.02 -1.83 0.41
H 5.29 1.17 -0.49 0.27
H 4.54 0.96 1.11 0.35
H 4.83 2.57 0.70 0.36
H 3.98 -1.41 -1.06 0.32
H 3.89 -0.98 0.65 0.36
H 2.65 -1.94 0.00 0.34
H -3.19 -2.43 -1.40 0.29
H -4.76 -2.35 -0.48 0.30
H -3.66 -3.42 0.05 0.35
H -2.99 -0.46 -1.94 0.46
H -4.19 0.07 -0.95 0.41
H 3.09 1.89 -1.25 0.46
H 2.49 2.23 0.24 0.31
H 0.43 1.33 0.18 0.52
```

---

[5]
A molecular structure, C19H26CoN6O3 at a distorted geometry, computed with the ωB97M-V functional and the def2-TZVPD basis.

charge	+3
HOMO level (spin up / spin down)	-16.3 / -16.4	eV
HOMO-LUMO gap (spin up / spin down)	0.1959 / 0.2309	Eh
energy relative to the best compared isomer or geometry (same formula, charge and spin)	35.7	kJ/mol
lowest unoccupied orbital energy (spin up / spin down)	-10.98 / -10.07	eV

```
55
Properties=species:S:1:pos:R:3:mulliken_charge:R:1
Co -0.05 0.02 -0.07 0.49
N -0.96 -1.07 3.66 -0.10
C -0.25 0.03 4.09 -0.68
C 0.28 0.60 2.98 -0.31
N -0.09 -0.14 1.88 0.61
C -0.85 -1.13 2.32 0.22
C -1.43 -1.99 1.30 0.32
N -1.15 -1.64 0.05 0.11
C -1.79 -2.54 -0.76 -0.22
C -2.46 -3.43 0.02 -0.67
N -2.22 -3.06 1.32 -0.11
H -1.49 -1.69 4.26 0.20
H -0.18 0.29 5.13 0.44
H 0.89 1.49 2.90 0.48
H -1.73 -2.50 -1.83 0.49
H -3.08 -4.27 -0.23 0.42
H -2.59 -3.54 2.14 0.19
C -3.92 5.64 0.13 -0.80
O -3.82 5.13 -1.22 -0.40
C -3.08 4.08 -1.47 0.70
C -3.06 3.66 -2.83 -1.05
C -2.33 2.57 -3.22 -1.21
C -1.56 1.83 -2.31 0.26
C -0.76 0.72 -2.73 1.12
C -0.65 0.29 -4.16 -1.31
O -0.07 0.02 -1.93 -0.17
C -1.58 2.26 -0.93 0.71
O -0.92 1.64 -0.01 -0.49
C -2.34 3.37 -0.53 -0.64
H -4.57 6.50 0.06 0.26
H -2.93 5.94 0.48 0.34
H -4.35 4.88 0.78 0.35
H -3.65 4.23 -3.54 0.50
H -2.36 2.30 -4.27 0.34
H -1.18 0.91 -4.87 0.44
H -1.03 -0.73 -4.24 0.30
H 0.40 0.26 -4.44 0.31
H -2.33 3.64 0.52 0.54
N 4.70 -0.02 -1.52 -0.11
C 4.23 1.21 -0.78 -0.93
C 2.71 1.22 -0.72 -0.65
N 2.15 0.00 -0.11 -0.20
C 2.65 -1.20 -0.81 -0.63
C 4.17 -1.27 -0.87 -0.85
H 5.73 -0.04 -1.55 0.37
H 4.39 0.03 -2.50 0.39
H 4.62 2.09 -1.30 0.46
H 4.68 1.16 0.21 0.39
H 2.29 1.33 -1.72 0.25
H 2.40 2.09 -0.14 0.50
H 2.42 -0.04 0.87 0.48
H 2.21 -1.22 -1.81 0.29
H 2.30 -2.09 -0.29 0.43
H 4.51 -2.13 -1.45 0.46
H 4.62 -1.32 0.12 0.37
```

---

[6]
A molecular structure, C30H37IrN2OPS5, computed with the ωB97M-V functional and the def2-TZVPD basis.

charge	+2
<S²>	8.811
HOMO level (spin up / spin down)	-12.5 / -13.4	eV
HOMO-LUMO gap (spin up / spin down)	0.2592 / 0.1913	Eh
energy relative to the best compared isomer or geometry (same formula, charge and spin)	36.8	kJ/mol
lowest unoccupied orbital energy (spin up / spin down)	-5.48 / -8.19	eV
2S+1	6

```
77
Properties=species:S:1:pos:R:3:lowdin_spin:R:1
Ir -0.14 -0.47 1.17 2.41
C -1.48 -2.81 -2.80 0.00
C -1.56 -2.04 -1.51 0.01
N -0.52 -1.45 -1.01 0.19
N 0.60 -1.51 -1.81 0.04
C 1.73 -1.50 -1.20 0.08
S 1.93 -1.44 0.53 0.51
S 3.23 -1.55 -2.04 0.05
C 2.67 -1.43 -3.76 0.01
C 2.42 0.00 -4.14 0.00
C 1.13 0.47 -4.32 0.00
C 0.90 1.79 -4.68 0.00
C 1.97 2.65 -4.85 0.00
C 3.27 2.19 -4.69 0.00
C 3.49 0.87 -4.34 0.00
C -2.87 -1.94 -0.86 0.14
C -3.86 -2.85 -1.17 0.00
C -5.18 -2.71 -0.71 0.24
C -5.56 -1.59 0.05 0.00
C -4.62 -0.67 0.40 0.14
C -3.22 -0.84 0.04 0.11
O -2.38 -0.05 0.56 0.34
H -0.74 -2.37 -3.45 0.00
H -2.44 -2.83 -3.30 0.00
H -1.17 -3.83 -2.60 0.00
H 1.80 -2.06 -3.89 0.00
H 3.50 -1.87 -4.32 0.00
H 0.29 -0.21 -4.18 0.00
H -0.11 2.14 -4.83 0.00
H 1.80 3.68 -5.14 0.00
H 4.11 2.85 -4.85 0.00
H 4.51 0.50 -4.23 0.00
H -3.64 -3.70 -1.79 0.00
H -5.91 -3.46 -0.97 0.01
H -6.59 -1.46 0.36 0.00
H -4.86 0.20 1.00 0.00
C -1.28 -2.75 4.05 0.01
C 0.19 -2.97 3.77 0.02
S 1.15 -1.52 3.34 0.14
C 1.09 -0.37 4.73 0.01
C -0.19 0.42 4.94 0.01
S -0.81 1.19 3.41 0.13
C -2.58 0.87 3.49 0.01
C -3.03 -0.58 3.65 0.01
S -2.13 -1.85 2.70 0.10
H -1.43 -2.19 4.97 0.00
H -1.76 -3.72 4.19 0.00
H 0.33 -3.61 2.89 0.00
H 0.68 -3.48 4.61 0.00
H 1.92 0.31 4.54 0.00
H 1.34 -0.93 5.63 0.00
H 0.01 1.24 5.64 0.00
H -0.99 -0.18 5.38 0.00
H -2.93 1.28 2.54 0.00
H -3.02 1.48 4.28 0.00
H -4.08 -0.64 3.36 0.00
H -3.00 -0.90 4.69 0.00
C -0.40 3.22 0.80 0.03
P 0.38 1.72 0.11 0.15
C -0.23 1.72 -1.60 0.02
C 2.14 2.08 0.04 0.02
C 2.82 2.29 1.23 0.00
C 4.19 2.53 1.22 0.00
C 4.88 2.54 0.01 0.00
C 4.20 2.32 -1.18 0.00
C 2.83 2.09 -1.17 0.01
H 0.00 3.44 1.79 0.00
H -1.48 3.07 0.88 0.00
H -0.19 4.05 0.13 0.01
H -0.01 2.68 -2.08 0.00
H -1.30 1.57 -1.57 0.00
H 0.23 0.92 -2.17 0.00
H 2.29 2.29 2.17 0.00
H 4.71 2.70 2.14 0.00
H 5.94 2.72 0.00 0.00
H 4.73 2.34 -2.12 0.00
H 2.32 1.94 -2.12 0.00
```

---

Q: Number 4 is which compound?
A: C9H17N2O3

---

Q: Look up the energy relative to the best compared isomer or geometry (same formula, charge and spin) of the fourth one.
A: 718.0 kJ/mol